[1]
24
Properties=species:S:1:pos:R:3:nbo_charge:R:1 method="wB97M-V/def2-TZVPD" charge=+1 multiplicity=1 gap_ev=8.65 e_homo_ha=-0.5037 lumo_ev=-5.05
C 2.12 -0.36 0.07 -0.642
C 0.38 0.11 -1.68 -0.655
C 0.63 1.66 0.32 -0.605
C -0.60 -1.95 0.24 -0.451
C -2.20 0.41 1.11 -0.267
C 0.72 0.19 -0.24 0.129
N -0.23 -0.64 0.62 -0.506
S -2.79 0.73 -0.47 0.230
H 2.11 -1.48 0.07 0.217
H 2.79 -0.21 -0.67 0.238
H 2.59 0.09 0.95 0.228
H -0.67 0.13 -1.77 0.210
H 0.92 -0.68 -2.24 0.246
H 0.75 1.06 -2.28 0.245
H 1.52 2.24 -0.03 0.249
H -0.30 2.11 -0.06 0.190
H 0.71 1.59 1.40 0.212
H 0.31 -2.56 0.03 0.230
H -1.08 -2.47 1.10 0.225
H -1.45 -1.88 -0.55 0.221
H -1.87 1.15 1.76 0.230
H -2.60 -0.49 1.56 0.247
H 0.28 -0.67 1.56 0.403
H -2.06 1.92 -0.81 0.176



[2]
24
Properties=species:S:1:pos:R:3:lowdin_spin:R:1 method="wB97M-V/def2-TZVPD" s2=0.75 charge=-1 multiplicity=2 gap_ev="2.02 / 10.10" e_homo_ha="0.0418 / -0.2572" lumo_ev="3.16 / 3.10"
C 0.36 1.02 -0.35 0.062
C 0.89 -0.34 -0.82 0.027
C 0.51 -0.91 -2.17 0.003
C -0.93 -0.61 -2.64 0.003
C -2.80 -1.38 -1.26 0.008
C -1.76 -1.69 -2.04 0.003
H 0.19 1.17 0.72 0.037
H -0.53 1.47 -0.91 0.004
H 0.93 1.86 -0.79 0.017
H 2.03 -0.30 -0.73 0.013
H 0.59 -1.08 -0.08 0.007
H 0.80 -1.99 -2.14 0.001
H 1.19 -0.70 -3.07 0.001
H -0.92 -0.72 -3.80 0.001
H -1.11 0.39 -2.32 0.001
H -3.23 -0.40 -1.10 0.002
H -3.40 -1.93 -0.57 0.001
H -1.45 -2.73 -2.20 0.000
H 2.67 4.00 2.03 0.082
H 2.90 2.56 2.55 0.124
O 2.81 3.07 1.72 0.326
H -0.26 -0.89 6.96 0.035
H 0.61 0.31 6.71 0.056
O -0.10 -0.19 6.30 0.187



Result set for ΔE to the lowest compared entry with this formula, charge and spin: 278.9; 205.7 kJ/mol, one per record in the order listed.
Result set for largest force on an atom: 4.069; 3.506 eV/Å, one per record in the order listed.